20
Properties=species:S:1:pos:R:3 method="wB97M-V/def2-TZVPD" orbital_gap_ha="0.3385 / 0.2238" s_squared=0.760 charge=+1 homo_ev="-13.4 / -13.4" spin_multiplicity=2
C 1.32 -0.81 1.71
C 1.74 -0.01 0.49
C 0.89 1.28 0.18
C -0.09 1.19 -0.85
N -0.69 2.39 -1.39
C 1.06 2.48 1.08
H 1.81 -1.80 2.01
H 0.28 -0.90 1.41
H 1.31 -0.26 2.73
H 1.70 -0.63 -0.45
H 2.90 0.03 0.59
H -0.57 0.50 -1.44
H -0.97 3.18 -0.85
H -1.46 2.26 -2.12
H 2.08 2.34 1.45
H 1.07 3.41 0.45
H 0.45 2.72 1.96
H -4.26 -5.39 -1.05
H -2.79 -5.12 -0.48
O -3.29 -5.23 -1.28